119
Properties=species:S:1:pos:R:3:forces:R:3:mulliken_spin:R:1 method="wB97M-V/def2-TZVPD" total_charge=-2 spin_multiplicity=4 fmax_ev_per_a=11.59 s2=3.76 e_homo_ha="-0.081 / -0.081" homo_lumo_gap_ev="4.9 / 4.9" lumo_ev="2.707 / 2.679"
V 0.340350 -0.748038 -0.832243 -0.717 -1.700 0.038 2.514
O -2.405672 -3.202270 1.364051 2.743 -0.377 -2.697 0.002
C -1.480260 -3.036403 0.476198 -2.537 2.373 3.840 0.010
O -1.318101 -1.865775 -0.074663 -0.384 -1.627 -0.029 0.084
C -0.554495 -4.173714 0.173405 0.504 -1.116 -2.497 -0.008
C 0.002074 -5.138682 0.996613 0.280 -0.173 1.802 0.003
C 0.765811 -6.219244 0.593513 0.505 1.059 -1.673 0.001
C 0.956350 -6.463885 -0.776756 -3.005 3.229 0.747 0.001
C 0.358111 -5.610797 -1.727700 -0.025 0.402 2.309 0.004
C -0.263520 -4.399582 -1.189796 0.724 -0.792 -2.481 -0.038
P -0.290341 -2.962302 -2.355210 -1.027 0.063 -0.629 0.159
C 0.970061 -3.186071 -3.708954 1.448 0.420 -0.104 -0.020
C 2.331097 -3.578711 -3.638521 -1.430 -0.684 1.435 0.016
C 3.250393 -3.061817 -4.514223 1.328 -0.687 -1.343 0.002
C 2.965320 -2.388881 -5.705215 0.981 -1.951 0.890 -0.001
C 1.662915 -2.113942 -5.809413 0.058 3.871 -4.279 0.001
C 0.837497 -2.326535 -4.766743 -7.511 1.151 -1.272 0.020
C -2.023586 -2.941251 -3.310378 5.287 -2.036 1.122 -0.019
C -2.252932 -3.855191 -4.329308 -0.190 -2.299 -3.645 -0.005
C -3.424242 -3.668637 -5.127023 1.741 -2.835 0.805 0.000
C -4.306762 -2.796608 -4.637287 -5.045 4.600 -1.533 0.000
C -4.143782 -1.995289 -3.504808 1.726 2.435 -0.120 0.001
C -2.805558 -1.949941 -2.867573 -6.304 -0.255 0.241 0.024
H 0.016201 -5.046478 2.071947 -0.631 0.515 0.192 0.000
H 1.398465 -6.697160 1.313821 -0.190 -0.578 0.378 0.000
H 1.401646 -7.294827 -1.100254 2.010 -3.195 -1.157 0.000
H 0.407158 -5.946128 -2.784693 -0.066 1.035 0.665 0.000
H 2.500037 -4.301395 -2.840918 1.009 0.341 -0.064 -0.001
H 4.290619 -3.205457 -4.490513 1.316 -1.020 1.091 0.000
H 3.669012 -2.367847 -6.554650 -0.186 0.563 0.856 0.000
H 1.510855 -1.409352 -6.769581 -0.961 -1.738 2.265 0.000
H -0.324010 -1.939694 -4.979861 3.101 -0.650 0.732 0.001
H -1.575806 -4.809485 -4.813268 -1.293 3.115 2.202 0.001
H -3.778371 -4.372916 -5.914167 0.911 0.718 0.389 0.000
H -5.256977 -2.395216 -5.392312 2.422 -1.711 2.331 0.000
H -4.867483 -1.104847 -3.335161 1.111 -1.965 0.009 0.000
H -2.809366 -1.473956 -1.872217 1.080 0.149 -0.939 0.000
O 2.933610 -2.068512 1.917594 2.260 -0.930 1.807 0.011
C 2.264571 -1.468531 1.140360 -1.657 0.092 -1.388 0.000
O 1.084423 -1.873623 0.759562 1.460 1.320 -0.670 -0.022
C 2.784454 -0.080286 0.554857 6.599 -7.687 4.786 0.098
C 4.346166 0.140389 0.695507 -3.361 6.754 -0.507 -0.008
C 4.498644 1.602207 0.520173 -1.863 -4.037 0.369 0.010
C 3.332654 2.487338 0.380910 -2.008 -2.439 -3.377 -0.008
C 3.409045 3.847756 0.146222 4.447 2.772 2.548 0.002
C 2.507524 4.748028 -0.308448 0.742 0.744 -1.727 -0.001
C 1.346529 4.082177 -0.686493 -2.168 3.580 -1.074 0.007
C 1.105335 2.780795 -0.658286 -2.646 -5.192 1.206 -0.105
C 1.960791 1.842909 -0.159445 6.197 2.718 3.399 0.118
N 1.798280 0.542639 0.230281 -4.369 4.939 -3.818 -0.121
H 5.261798 -0.368344 1.085967 -1.693 -0.467 -0.775 0.002
H 5.490263 1.918594 0.315702 0.784 1.003 0.562 0.000
H 4.266137 4.571797 0.532398 -0.571 -2.748 -0.593 0.000
H 3.073710 5.800849 -0.551083 -2.851 -2.348 0.700 0.000
H 0.388668 4.505689 -0.941037 0.170 1.439 -0.380 0.001
H 0.063650 2.282964 -0.725718 1.381 1.462 -0.657 0.084
O -0.562550 1.411536 -4.130585 -3.811 3.953 -6.131 0.004
C -0.415121 0.859266 -3.149487 4.682 -4.287 6.228 -0.016
O -1.034227 0.313526 -2.165888 0.888 1.136 -1.164 0.024
C 1.297429 0.617434 -3.165421 0.406 -3.395 2.690 0.105
C 2.116285 1.150900 -4.152958 2.545 -2.010 3.148 -0.014
C 3.461289 0.925764 -4.250515 1.488 -2.246 -2.393 0.024
C 4.159566 -0.062054 -3.400140 -7.013 0.980 -0.941 -0.018
C 5.390327 -0.490979 -3.197828 8.150 0.924 2.936 0.010
C 5.839447 -1.467851 -2.257056 -5.874 0.948 -2.583 -0.007
C 4.789312 -2.219943 -1.552619 6.113 2.668 -1.506 0.023
C 3.628061 -1.532653 -1.568720 -0.596 -5.124 1.272 0.072
C 3.191242 -0.712752 -2.576118 -0.676 1.713 0.990 0.020
N 1.863259 -0.386925 -2.409398 -1.456 2.661 -1.618 -0.164
H 1.814492 1.849560 -4.753573 -2.447 3.529 -3.637 0.001
H 3.795280 1.064856 -5.363112 0.324 0.604 2.421 0.000
H 6.228356 0.321550 -3.159943 -1.290 -1.235 -1.530 0.000
H 6.768316 -1.358126 -1.850676 2.696 -0.378 0.474 0.000
H 5.479496 -2.818217 -0.944426 -2.300 -0.780 1.062 -0.001
H 2.988124 -2.079467 -0.898643 -1.329 0.738 -0.017 0.006
O 4.242948 6.299350 5.814728 -0.639 -0.419 0.322 0.000
C 4.983380 6.562758 6.750054 1.402 0.940 -0.691 0.000
N 5.842681 6.931315 7.486490 -0.706 -0.470 0.388 0.000
C -4.910453 2.356783 1.459189 2.176 2.642 3.946 0.000
C -3.430160 2.033346 1.544226 2.282 -1.863 1.057 -0.004
C -3.241748 0.323868 1.034553 0.926 5.516 -0.018 0.006
C -2.728042 2.960307 0.578860 1.293 -2.979 -4.790 -0.006
Si -2.478191 2.489361 3.060441 -0.707 -0.385 4.893 0.012
Br -1.707150 4.638957 3.274152 0.317 -0.326 -0.593 0.000
C -1.058664 1.304817 3.600351 1.093 -1.689 3.672 0.033
C -0.001885 1.799939 4.955528 -4.351 2.055 -4.376 0.001
C -1.398344 -0.266487 3.985454 -6.115 5.078 -2.715 -0.002
C -0.175883 1.227641 2.404823 -0.175 2.299 -0.392 0.065
C -3.904848 2.684117 4.791290 -1.345 -2.628 -8.724 0.000
C -3.405209 3.070747 5.958881 3.365 7.374 8.280 0.000
C -4.862117 3.652003 4.093201 -4.199 -0.258 8.442 0.000
C -4.234221 1.249507 4.624281 -0.815 -2.310 -2.032 0.000
H -5.297979 1.701004 0.718012 -0.891 0.742 -1.595 0.000
H -4.727339 3.603299 1.644491 -2.166 -3.266 -1.762 0.000
H -5.358194 2.046237 2.429440 -0.087 0.236 -0.816 0.000
H -3.102645 0.736196 0.048225 -0.382 -1.433 -0.944 0.002
H -4.176320 0.135557 1.389126 -2.609 -1.723 0.134 0.000
H -2.491310 -0.334029 1.360570 0.994 -0.432 0.328 0.009
H -3.058956 3.980527 0.713540 0.815 0.391 -0.075 0.000
H -3.313762 2.544684 -0.348193 1.311 1.475 0.521 0.002
H -1.507292 2.670241 0.241881 -3.766 1.462 1.482 0.005
H 0.243693 2.718524 4.409600 1.909 -0.428 0.529 0.000
H 0.595600 0.985886 5.236504 1.138 -0.536 0.215 0.000
H -0.639676 2.282822 5.654769 -0.514 -0.543 1.462 0.000
H -2.144452 0.010039 4.739023 1.386 -2.002 1.077 0.000
H -0.741709 -1.051300 3.841549 1.932 -1.141 0.764 0.000
H -2.197873 -0.469709 3.158612 1.367 -0.322 1.217 0.000
H 0.628549 2.069511 2.711694 -0.948 -2.461 -2.082 0.009
H -0.848096 1.438036 1.503418 1.690 -0.026 0.660 -0.024
H -0.093370 0.154874 2.409064 2.195 -0.127 -1.061 0.001
H -2.818963 4.115599 5.957274 -0.978 -1.431 -1.089 0.000
H -2.583954 2.635398 6.481243 0.074 -1.749 0.343 0.000
H -4.106180 3.623897 6.806941 0.493 -2.064 -1.546 0.000
H -4.246837 4.241876 3.485858 -0.909 2.154 -1.031 0.000
H -5.152239 4.244948 5.342066 1.258 0.168 -3.207 0.000
H -6.169358 3.593760 4.540381 3.420 -0.385 -2.991 0.000
H -3.477009 0.607790 5.001578 0.178 -0.189 1.421 0.000
H -3.981529 0.891439 3.483776 -1.894 0.546 2.359 0.000
H -5.232243 0.872577 5.054958 1.044 0.483 -0.972 0.000